Entry 1:
Here is an isolated ion of composition C3HO3 and charge -1 at a distorted geometry from OMol25. Energies are from the ωB97M-V functional and the def2-TZVPD basis.

The SMILES is C#COC(=O)[O-]. The value obtained for the HOMO-LUMO gap is 8.9 eV. The HOMO energy is -4.61 eV. The total charge is -1. As for the energy above the lowest of the compared OMol25 structures with the same formula, charge and spin: 114.6 kJ/mol.

Geometry (Å):
C: 1.92703 0.09128 -0.04529
C: 0.83361 -0.45895 -0.04549
O: -0.38820 -0.81603 -0.08838
C: -1.55943 0.25523 0.00820
O: -1.14831 1.32923 -0.29356
O: -2.60275 -0.23309 0.34011
H: 2.93806 -0.16768 0.12440

Entry 2:
Here is a 3-piece molecular cluster, C16H46N7O4P2 overall at a distorted geometry from OMol25. Energies are from the ωB97M-V functional and the def2-TZVPD basis.

The value obtained for the HOMO-LUMO gap is 1.9 eV. The HOMO energy is -1.48 eV. The total charge is -1.

Geometry (Å):
N: -0.37054 0.97127 -4.45497
C: -0.92981 2.40283 -4.58292
C: -1.79768 2.57210 -5.98045
C: -3.16847 1.67438 -6.03814
C: -4.28623 2.14031 -4.93295
O: -5.49652 1.25671 -4.99381
O: -5.17059 0.02037 -4.71796
H: -1.07797 0.45789 -3.88202
H: -0.40707 0.52239 -5.40327
H: -1.55263 2.61240 -3.61075
H: -0.00031 3.14266 -4.68118
H: -1.08567 2.15923 -6.84511
H: -1.96243 3.72126 -6.25900
H: -2.83103 0.57559 -5.73611
H: -4.66920 3.22168 -5.24815
H: -3.91943 2.09219 -3.81933
H: -4.97624 -0.45252 -5.59961
O: 0.62875 -1.76856 -2.29616
P: 2.16236 -1.68931 -2.09785
N: 2.29521 -3.28604 -1.58448
C: 1.94829 -3.83842 -0.29947
C: 2.17039 -4.29418 -2.63835
N: 2.08187 -0.48028 -0.90139
C: 2.23800 -0.65141 0.52930
C: 1.04802 0.54166 -1.12027
N: 3.92535 -1.59820 -1.86989
C: 4.59418 -1.48638 -3.17049
C: 4.76111 -2.41027 -0.99074
H: 2.52417 -4.74685 -0.11187
H: 0.88273 -4.08554 -0.23363
H: 2.19387 -3.17970 0.52707
H: 3.16176 -4.54050 -3.03106
H: 1.56181 -3.93236 -3.47504
H: 1.70760 -5.22584 -2.29123
H: 1.43602 -1.25985 0.95525
H: 2.21345 0.31386 1.05249
H: 3.20423 -1.07053 0.79756
H: 0.06823 0.20171 -0.76403
H: 0.96587 0.79459 -2.18204
H: 1.29507 1.47799 -0.60270
H: 4.61391 -2.45157 -3.68611
H: 5.62072 -1.12055 -3.06471
H: 4.06587 -0.77281 -3.81124
H: 4.93985 -3.41319 -1.39290
H: 4.35451 -2.52225 0.01453
H: 5.73771 -1.92885 -0.85575
O: -0.02313 -0.94465 4.62924
P: -0.39885 0.46211 4.10255
N: -0.80689 1.05041 5.62510
C: -2.00099 0.78908 6.38836
C: 0.32459 1.34135 6.50695
N: -1.66297 -0.09853 3.10885
C: -3.08595 -0.01790 3.37183
C: -1.40318 -1.38062 2.43813
N: -0.83078 2.07928 3.49708
C: 0.37428 2.78571 3.04963
C: -1.73765 3.05181 4.09925
H: -2.18621 1.60521 7.08958
H: -1.92779 -0.14470 6.95717
H: -2.89555 0.74223 5.77602
H: 0.61945 2.38916 6.39351
H: 1.19632 0.72257 6.26499
H: 0.10048 1.17020 7.56673
H: -3.37324 -0.61860 4.23867
H: -3.67158 -0.39142 2.52118
H: -3.43071 1.00501 3.49850
H: -1.62073 -2.22852 3.09859
H: -0.36007 -1.44855 2.11350
H: -2.01185 -1.48794 1.53059
H: 0.95294 3.15401 3.90248
H: 0.12683 3.63046 2.39850
H: 1.01727 2.11465 2.47077
H: -1.28668 3.57269 4.95063
H: -2.67970 2.61815 4.43526
H: -2.01677 3.81027 3.35724

Entry 3:
Here is a 2-piece molecular cluster, C4H8N2O overall at a distorted geometry from OMol25. Energies are from the ωB97M-V functional and the def2-TZVPD basis.

The SMILES is Cc1c[nH]cn1.O. The value obtained for the HOMO-LUMO gap is 9.4 eV. The HOMO energy is -8.79 eV. As for the energy above the lowest of the compared OMol25 structures with the same formula, charge and spin: 116.9 kJ/mol.

Geometry (Å):
C: 1.53286 1.53333 1.05528
C: 0.43640 1.06656 0.16729
C: 0.51526 0.29740 -0.95653
N: -0.74522 -0.09595 -1.25680
C: -1.56541 0.48595 -0.30240
N: -0.87673 1.17625 0.54831
H: 1.58019 0.86273 1.91179
H: 1.25418 2.48441 1.49537
H: 2.47141 1.62368 0.53662
H: 1.42581 -0.02907 -1.42648
H: -1.25774 -0.32118 -2.09212
H: -2.63219 0.36660 -0.22307
O: -0.95296 -3.46184 0.27824
H: -0.75914 -3.08836 -0.59407
H: -0.42671 -2.90051 0.85859

Entry 4:
Here is C18H26AsClN3O3Y as an isolated structure from OMol25. Energies are from the ωB97M-V functional and the def2-TZVPD basis.

The value obtained for the HOMO-LUMO gap is 7.4 eV. The HOMO energy is -13.83 eV. The total charge is +2. As for the energy above the lowest of the compared OMol25 structures with the same formula, charge and spin: 9.8 kJ/mol.

Geometry (Å):
Y: 0.36082 0.43572 0.39417
Cl: -2.01579 -6.24558 2.70842
C: -1.66521 -4.59478 2.36464
C: -1.96329 -3.61039 3.31754
C: -1.70735 -2.27360 3.08489
C: -1.12667 -1.88149 1.88289
O: -0.89410 -0.60206 1.61850
C: -0.80871 -2.87011 0.91608
C: -0.19995 -2.57626 -0.32772
O: 0.24952 -1.45674 -0.69757
C: -1.10421 -4.23290 1.17074
H: -2.41474 -3.91116 4.25426
H: -1.96100 -1.52620 3.82316
H: -0.10375 -3.39987 -1.04144
H: -0.87650 -4.98245 0.42351
C: -2.43382 4.34939 0.04122
C: -3.04443 2.97148 -0.17313
As: -1.80824 1.68982 -0.94887
C: -1.24827 2.51487 -2.62642
C: 0.04531 3.30911 -2.52768
C: -3.01179 0.28332 -1.57909
C: -3.86991 -0.30737 -0.46952
H: -3.14957 5.00201 0.53947
H: -2.16142 4.82702 -0.89997
H: -1.54141 4.31381 0.67071
H: -3.90281 3.01481 -0.84684
H: -3.39914 2.54505 0.76597
H: -2.07121 3.14668 -2.96564
H: -1.16041 1.70178 -3.35019
H: -0.04626 4.17404 -1.87086
H: 0.35636 3.67384 -3.50672
H: 0.87784 2.70984 -2.13315
H: -2.40704 -0.47595 -2.07774
H: -3.61845 0.76128 -2.35159
H: -3.27136 -0.68332 0.36252
H: -4.46284 -1.13618 -0.85553
H: -4.56804 0.42712 -0.06857
C: 4.43912 -1.17187 2.57303
N: 4.22311 -0.67312 1.20074
C: 5.19511 -0.74784 0.24433
C: 4.99864 -0.29066 -1.00838
C: 3.73215 0.28944 -1.30632
N: 2.78482 0.37547 -0.35899
C: 3.03651 -0.10845 0.88032
O: 2.10681 -0.03548 1.73397
N: 3.46701 0.76206 -2.51766
H: 5.46663 -1.51423 2.64283
H: 3.75755 -1.99414 2.77206
H: 4.26828 -0.36471 3.27918
H: 6.12644 -1.19569 0.56115
H: 5.78307 -0.35804 -1.74586
H: 4.15228 0.72933 -3.25418
H: 2.59029 1.21335 -2.71666

Entry 5:
Here is a 4-piece molecular cluster, C24H56BBrN5O11S overall from OMol25. Energies are from the ωB97M-V functional and the def2-TZVPD basis.

The value obtained for the HOMO-LUMO gap is 6.8 eV. The HOMO energy is -10.29 eV. The total charge is +1. As for the energy above the lowest of the compared OMol25 structures with the same formula, charge and spin: 0.0 kJ/mol.

Geometry (Å):
C: 5.94710 -1.78385 0.00874
C: 4.93369 -1.72337 -1.14076
C: 4.13421 -3.01637 -1.30609
C: 2.79026 -3.13607 -0.53513
N: 2.25923 -1.90485 0.03843
C: 1.64341 -0.93700 -0.61638
C: 1.35227 -0.88026 -2.06747
C: -0.15771 -0.70027 -2.35670
C: -1.06911 -1.40499 -1.36263
O: -2.32603 -1.52011 -1.99704
N: 1.30301 0.05159 0.19208
C: 1.70896 -0.31915 1.39964
N: 1.43304 0.42515 2.47953
Br: 1.87974 -0.09608 4.17467
C: 0.67400 1.67231 2.29882
C: 1.48990 2.84110 1.70710
C: 1.13989 3.24151 0.27683
S: -0.57208 3.55051 -0.11385
O: -0.63036 4.75773 -0.86151
O: -1.16235 2.33831 -0.60889
O: -1.22761 3.83864 1.30668
N: 2.34555 -1.50938 1.37415
B: 3.03010 -2.39787 2.42164
N: 4.27286 -1.99749 3.03259
O: 2.41633 -3.57176 2.69911
H: 6.20988 -0.79311 0.37210
H: 6.86825 -2.24214 -0.35527
H: 5.59664 -2.40152 0.83189
H: 5.50041 -1.58079 -2.06238
H: 4.28831 -0.84645 -1.06177
H: 4.76148 -3.86355 -1.02896
H: 3.89213 -3.13973 -2.36269
H: 2.02305 -3.45948 -1.23932
H: 2.82655 -3.91121 0.22680
H: 1.73975 -1.75633 -2.58906
H: 1.89813 -0.02238 -2.46452
H: -0.38999 0.36286 -2.37496
H: -0.35864 -1.12404 -3.33984
H: -1.14896 -0.80553 -0.45190
H: -0.66545 -2.39943 -1.11534
H: -3.00404 -1.73471 -1.34646
H: 0.31004 1.95575 3.28391
H: -0.19675 1.43085 1.69074
H: 1.37376 3.71071 2.35170
H: 2.54082 2.54822 1.74120
H: 1.63154 4.18393 0.03374
H: 1.47366 2.50540 -0.45157
H: -1.79901 3.08735 1.52945
H: 4.16187 -1.77180 4.01581
H: 4.93756 -2.76783 3.02595
H: 1.55673 -3.64237 2.26164
C: -5.27727 -0.10332 -6.31759
O: -5.79473 1.16554 -5.97329
C: -6.76186 1.12455 -4.93615
C: -6.18048 1.55049 -3.60901
O: -5.20766 0.62867 -3.13443
C: -3.88234 1.08340 -3.33593
H: -4.44683 0.06131 -7.00227
H: -4.91564 -0.64372 -5.43814
H: -6.03374 -0.71184 -6.82544
H: -7.19101 0.12073 -4.85341
H: -7.56476 1.81636 -5.20779
H: -6.98471 1.59128 -2.86733
H: -5.74248 2.54935 -3.68590
H: -3.66585 1.93531 -2.67992
H: -3.71165 1.38421 -4.37371
H: -3.21295 0.26656 -3.08117
C: 5.61119 -7.39537 6.06850
O: 4.87270 -7.02812 7.21721
C: 5.29864 -5.81444 7.81025
C: 4.36482 -4.67465 7.47774
O: 4.39305 -4.35106 6.09220
C: 3.29684 -4.87200 5.36360
H: 5.10397 -8.24596 5.61724
H: 5.66037 -6.57884 5.34213
H: 6.62915 -7.69667 6.33603
H: 6.31779 -5.56853 7.49618
H: 5.30317 -5.95799 8.89454
H: 4.67603 -3.78414 8.03125
H: 3.34621 -4.92974 7.78495
H: 2.37309 -4.33976 5.62363
H: 3.15723 -5.94075 5.54315
H: 3.50832 -4.70843 4.31355
C: -3.63381 4.91258 -2.61264
O: -5.04663 4.81631 -2.58627
C: -5.64453 5.53908 -1.52233
C: -6.23456 6.84873 -1.99186
O: -5.23191 7.75027 -2.42441
C: -5.11177 7.83772 -3.83206
H: -3.29669 4.46449 -3.54619
H: -3.30029 5.95203 -2.57252
H: -3.18543 4.36093 -1.77787
H: -4.91380 5.72449 -0.72852
H: -6.44587 4.91714 -1.11018
H: -6.76355 7.31753 -1.15632
H: -6.95823 6.66458 -2.79208
H: -5.97878 8.34532 -4.26790
H: -5.00830 6.85074 -4.29013
H: -4.22038 8.42490 -4.04375